106
Properties=species:S:1:pos:R:3:forces:R:3:mulliken_charge:R:1 method="wB97M-V/def2-TZVPD" energy_ha=-8672.342841 e_above_lowest_ev=0.0000 homo_ev=-11.8 charge=+2 largest_force_ev_per_a=0.53 orbital_gap_ha=0.2025 mol_weight_g_mol=984.6
Ti 0.1547 0.3526 -0.3216 0.36 -0.32 -0.22 -1.035
C 2.3745 0.1725 -2.6647 0.00 -0.01 0.01 -0.916
C 2.8285 1.2696 -1.7162 0.00 -0.03 0.01 -0.436
O 2.2413 1.0227 -0.4228 0.00 0.02 -0.01 1.225
C 3.1571 0.5905 0.6033 0.00 0.02 -0.02 -0.817
C 2.3140 0.4262 1.8418 -0.03 0.00 0.02 -0.764
O 1.1385 -0.3080 1.4648 0.07 0.03 0.00 -0.099
C 1.0024 -1.6823 1.8705 -0.03 0.01 0.02 0.205
C 1.4427 -2.5470 0.7107 0.02 0.01 -0.01 -1.091
O 0.9295 -1.8923 -0.4520 -0.02 0.03 0.04 0.383
C 1.2890 -2.4980 -1.6920 0.00 -0.03 0.01 -1.000
C 0.7141 -1.5688 -2.7322 -0.03 0.03 -0.02 -0.700
O 1.0270 -0.2225 -2.3245 0.03 0.01 -0.05 -0.056
H 3.0218 -0.7023 -2.5864 0.01 0.00 0.02 0.404
H 2.3859 0.5288 -3.6955 0.01 0.00 0.00 0.458
H 2.4979 2.2527 -2.0353 -0.01 0.00 0.00 -0.090
H 3.9147 1.2688 -1.6273 0.00 0.00 -0.01 0.697
H 3.9274 1.3506 0.7438 -0.01 0.01 0.00 0.658
H 3.6224 -0.3493 0.2937 0.01 0.00 0.01 0.342
H 1.9680 1.3877 2.2226 0.01 0.00 0.01 0.092
H 2.8499 -0.0972 2.6321 0.00 0.00 -0.01 0.635
H -0.0502 -1.8253 2.1017 -0.01 0.00 0.01 -0.575
H 1.5845 -1.8606 2.7729 0.02 -0.02 -0.02 0.612
H 1.0294 -3.5546 0.7951 -0.01 0.00 0.01 0.530
H 2.5322 -2.6147 0.6292 0.00 0.01 0.00 0.392
H 0.8622 -3.5007 -1.7752 -0.01 0.01 0.00 0.498
H 2.3778 -2.5852 -1.7507 0.00 0.00 0.00 0.361
H -0.3727 -1.6248 -2.7545 0.00 0.00 0.00 0.347
H 1.1043 -1.7586 -3.7314 0.01 -0.01 0.00 0.575
Se -0.4894 4.9568 5.1483 0.00 -0.01 0.06 -0.286
P -0.5929 5.2868 3.1036 -0.03 -0.03 -0.08 0.248
C 0.8326 6.2013 2.4444 0.04 0.02 0.02 0.390
C 0.7101 7.1037 1.3938 -0.01 -0.02 -0.01 -0.381
C 1.8205 7.8066 0.9406 0.00 -0.01 0.01 -0.794
C 3.0523 7.6202 1.5481 0.01 0.01 0.01 -0.519
C 3.1742 6.7373 2.6159 0.02 0.01 -0.02 -0.932
C 2.0705 6.0330 3.0663 -0.01 0.00 0.02 -0.386
C -2.0600 6.1538 2.5133 -0.01 0.01 0.00 0.363
C -2.1992 7.4969 2.8687 0.02 0.02 0.01 -0.184
C -3.3513 8.1865 2.5360 0.00 0.00 0.00 -0.843
C -4.3809 7.5361 1.8652 0.00 -0.01 0.00 -0.575
C -4.2534 6.1985 1.5270 0.00 0.00 0.01 -0.687
C -3.0933 5.5059 1.8476 -0.01 -0.01 0.01 -0.138
C -0.5738 3.6975 2.1642 -0.04 -0.06 0.07 0.457
C -0.3038 3.2761 0.8747 0.03 0.07 -0.01 -0.705
N -0.3371 1.9085 0.9021 -0.06 0.03 0.31 1.678
N -0.6407 1.5302 2.1505 -0.03 0.00 -0.04 0.077
N -0.7864 2.5665 2.8996 0.01 0.06 -0.03 -1.133
P -0.0164 3.9853 -0.7311 -0.05 -0.11 -0.11 -0.445
Se -0.2877 2.2502 -2.0412 -0.05 0.11 -0.01 -0.129
C -1.1916 5.2281 -1.2292 -0.02 0.03 0.00 1.666
C -2.5133 4.8293 -1.4457 0.01 -0.01 0.03 -0.929
C -3.4507 5.7643 -1.8393 0.00 0.02 0.00 -0.745
C -3.0760 7.0909 -2.0182 -0.01 -0.01 -0.01 -0.682
C -1.7606 7.4838 -1.8205 0.00 -0.01 -0.01 -0.634
C -0.8098 6.5524 -1.4326 0.03 0.01 -0.03 -0.714
C 1.6783 4.5378 -0.8716 0.05 0.03 0.01 0.946
C 2.5760 4.3240 0.1698 0.02 0.01 -0.01 -0.106
C 3.9206 4.6155 -0.0151 -0.02 0.00 0.01 -0.787
C 4.3641 5.1126 -1.2317 0.01 0.00 -0.01 -0.792
C 3.4657 5.3286 -2.2718 0.00 0.01 0.00 -1.022
C 2.1236 5.0381 -2.0981 0.00 0.00 0.01 -0.233
H -0.2617 7.2858 0.9545 0.02 0.01 0.02 0.766
H 1.7156 8.5252 0.1369 0.00 0.00 0.00 0.483
H 3.9127 8.1847 1.2126 0.00 0.00 0.00 0.480
H 4.1274 6.6220 3.1161 0.00 0.00 0.00 0.518
H 2.1449 5.3835 3.9309 -0.01 0.00 0.00 0.399
H -1.4121 7.9963 3.4219 0.00 -0.01 0.00 0.478
H -3.4554 9.2261 2.8159 0.00 0.00 0.00 0.440
H -5.2895 8.0714 1.6227 0.00 0.00 0.00 0.447
H -5.0642 5.6864 1.0253 0.00 0.00 0.00 0.471
H -3.0154 4.4540 1.6003 0.01 -0.01 0.00 0.436
H -2.8034 3.7938 -1.3129 0.01 0.00 0.01 0.395
H -4.4750 5.4614 -2.0083 0.00 0.00 0.00 0.496
H -3.8143 7.8201 -2.3242 0.00 0.00 0.00 0.436
H -1.4724 8.5146 -1.9766 0.01 0.00 0.00 0.497
H 0.2184 6.8557 -1.2879 -0.01 -0.01 0.00 0.462
H 2.2259 3.9620 1.1281 -0.01 -0.01 0.00 0.275
H 4.6162 4.4799 0.8030 0.00 0.00 0.00 0.514
H 5.4115 5.3467 -1.3699 0.00 0.00 0.00 0.505
H 3.8126 5.7248 -3.2165 0.00 0.00 0.00 0.492
H 1.4285 5.1916 -2.9157 -0.01 0.00 0.00 0.493
C -2.2166 -1.0432 3.7737 0.01 0.02 -0.01 -0.261
N -3.5778 -0.6903 3.4346 -0.01 -0.04 -0.01 0.190
C -4.5376 -1.5504 4.1028 0.01 0.02 0.00 -1.045
C -3.8008 -0.5092 2.0093 -0.01 0.02 0.02 -1.450
C -3.5062 -1.7331 1.1578 -0.01 -0.04 0.01 0.869
C -4.3910 -2.8135 1.1307 0.01 0.01 0.00 -0.816
C -4.1114 -3.9688 0.4212 -0.01 0.00 0.00 -0.973
C -2.9282 -4.0826 -0.2983 0.02 -0.01 -0.02 -1.090
C -2.0344 -3.0270 -0.3092 -0.03 -0.01 0.01 -0.332
C -2.3435 -1.8898 0.4175 0.07 0.03 0.11 0.557
H -2.0884 -0.9843 4.8546 0.00 0.00 0.00 0.504
H -1.5270 -0.3355 3.3122 -0.02 -0.03 0.02 -0.372
H -1.9530 -2.0741 3.4671 0.00 -0.01 0.00 0.303
H -4.4210 -1.4382 5.1806 0.00 0.00 0.00 0.333
H -4.4113 -2.6177 3.8651 0.00 0.00 0.00 0.371
H -5.5527 -1.2496 3.8422 0.00 0.00 0.00 0.338
H -3.1902 0.3306 1.6756 0.01 -0.01 0.00 -0.110
H -4.8472 -0.2350 1.8652 0.00 0.00 0.00 0.771
H -5.3268 -2.7305 1.6676 0.00 0.00 0.00 0.584
H -4.8239 -4.7824 0.4178 0.00 0.00 0.00 0.445
H -2.7136 -4.9825 -0.8582 0.00 0.00 0.00 0.494
H -1.1252 -3.0735 -0.8873 -0.01 0.00 -0.01 0.251
O -1.4519 -0.7858 0.4084 -0.15 0.17 -0.12 1.294
O -1.4855 -0.1292 -0.9034 -0.14 -0.06 -0.02 -0.219

---

114
Properties=species:S:1:pos:R:3:forces:R:3:mulliken_charge:R:1 method="wB97M-V/def2-TZVPD" energy_ha=-7105.108604 e_above_lowest_ev=3.0201 homo_ev="-13.3 / -13.3" charge=+2 largest_force_ev_per_a=7.52 orbital_gap_ha="0.2725 / 0.1860" spin_multiplicity=2 mol_weight_g_mol=1140.6
In 1.2715 1.2806 2.2237 -0.48 0.48 -0.59 1.389
C 0.6291 3.8093 -1.7822 0.73 -2.15 1.19 -1.732
C -0.1473 2.5396 -1.6524 0.02 -0.31 1.10 -0.014
C -1.4435 2.4677 -2.0889 1.20 -0.29 0.92 -0.829
C -2.1375 1.2655 -1.9841 0.18 -0.72 0.10 -0.251
N -1.6230 0.2237 -1.3537 0.09 1.18 0.01 -0.108
N -0.4382 0.3753 -0.7270 -0.08 -0.38 -0.19 0.845
B -0.1520 -1.0655 -0.1346 0.14 -0.10 -0.90 -0.924
N 0.4182 -1.8248 -1.3878 -0.53 0.59 -1.08 0.768
N 0.1422 -1.6686 -2.6952 -0.30 -0.36 1.56 -0.571
C 1.1084 -2.0273 -3.4882 -0.20 -0.36 -1.51 -0.347
C 2.3580 -2.4351 -3.0186 2.61 -0.75 -0.49 -0.089
C 2.7099 -2.3714 -1.7012 0.24 -1.33 0.44 0.392
C 4.0631 -2.6282 -1.0849 -0.32 1.11 -0.53 -1.171
C 1.6025 -2.1247 -0.9086 0.33 1.00 1.28 0.313
S 1.4532 -1.6702 0.7779 -0.25 -0.25 0.34 -0.251
C 0.8101 -1.8243 -4.9742 0.40 0.26 -0.06 2.243
C 0.7556 -0.2885 -5.0950 0.80 0.10 -0.47 -1.512
C -0.5088 -2.5294 -5.3900 -0.10 -0.39 2.08 -1.233
C 1.9735 -2.2655 -5.9099 0.10 0.84 1.05 -2.094
N -1.4428 -1.5846 0.4553 0.12 -0.15 0.00 0.761
N -1.9494 -2.6971 -0.1811 0.41 1.14 1.79 -0.768
C -3.0109 -3.1907 0.4036 -0.34 -0.67 -1.28 -0.528
C -3.6449 -2.5411 1.4639 -0.16 0.16 1.20 -0.428
C -3.1337 -1.4392 2.0959 -0.34 0.47 0.06 0.345
C -3.8886 -0.7120 3.2101 -1.45 -0.60 -1.23 -1.598
C -1.9287 -0.9325 1.5253 -0.11 -0.08 -0.16 1.127
S -1.2881 0.6057 2.1194 -0.14 -0.53 0.00 -0.372
C -3.5936 -4.5077 -0.1901 1.27 1.94 0.89 2.088
C -3.3733 -4.4464 -1.6904 1.04 0.09 -1.08 -1.452
C -2.7721 -5.6313 0.4813 -0.62 -1.20 -2.53 -1.479
C -5.0593 -4.5865 0.1642 -0.93 -1.26 -0.04 -1.937
C 0.3481 1.4382 -0.8415 0.45 0.80 -0.66 0.982
S 1.9673 1.5434 -0.0785 -0.99 -0.03 -0.94 -0.433
C -3.3916 1.0241 -2.7409 -0.65 -1.07 -1.65 2.125
C -4.4270 2.1493 -2.8660 0.54 0.43 0.56 -1.766
C -2.9532 0.6743 -4.2352 0.18 0.33 0.62 -1.363
C -4.1228 -0.1658 -2.1744 0.15 -1.55 1.23 -1.544
H 0.0655 4.5100 -2.2514 -1.89 2.23 -1.18 0.616
H 1.4831 3.6918 -2.4067 1.01 -0.33 -0.24 0.366
H 0.9255 4.1303 -0.7982 0.36 0.30 0.30 0.259
H -1.9245 3.3542 -2.4021 -0.42 0.67 -0.82 0.574
H 3.2052 -2.7746 -3.6715 -1.27 0.56 0.15 0.400
H 4.7929 -2.9135 -1.8491 -0.11 0.07 0.28 0.379
H 4.0436 -3.3368 -0.2718 -0.22 -0.52 0.06 0.382
H 4.3530 -1.6823 -0.5939 0.19 -0.34 -0.38 0.077
H 0.0536 0.2156 -4.4660 -0.65 0.00 0.57 0.102
H 0.5250 -0.0128 -6.1117 -0.07 0.09 -0.48 0.552
H 1.7480 0.1421 -4.8692 -0.30 -0.19 -0.07 0.371
H -1.2318 -2.5760 -4.4809 1.02 0.29 -1.71 0.064
H -0.2303 -3.5857 -5.6043 -0.57 0.71 -0.33 0.408
H -0.9585 -1.9754 -6.2180 -0.03 -0.52 -0.02 0.339
H 2.9003 -1.7178 -5.6392 -0.54 -0.03 -0.46 0.414
H 1.6864 -2.0658 -6.9341 0.09 0.17 -0.20 0.428
H 2.2419 -3.2980 -5.8377 -0.17 -0.89 0.11 0.499
H -4.5642 -2.9816 1.8199 -0.03 0.16 0.15 0.425
H -4.8187 -1.2917 3.4188 0.78 0.17 0.03 0.396
H -4.3124 0.2379 2.7949 0.84 -0.42 0.56 0.331
H -3.3455 -0.5936 4.1405 0.22 0.29 -0.14 0.343
H -2.2841 -4.4948 -1.9854 -1.09 -0.08 0.50 0.247
H -3.7446 -3.5241 -2.1651 -0.06 -0.15 0.44 0.233
H -3.8908 -5.2545 -2.1894 -0.06 -0.39 -0.05 0.526
H -1.7105 -5.5983 0.1209 -0.80 0.17 0.91 0.296
H -3.1938 -6.5453 -0.0415 0.53 0.53 1.02 0.386
H -2.9622 -5.6870 1.5488 0.41 -0.05 0.06 0.381
H -5.6318 -3.6860 -0.1038 0.17 -0.34 -0.08 0.425
H -5.2438 -4.8219 1.2235 0.21 0.28 -0.17 0.455
H -5.4888 -5.4767 -0.3435 0.10 0.67 0.01 0.387
H -3.9716 3.0577 -3.2796 -0.32 -0.11 -0.08 0.387
H -4.8470 2.3966 -1.8762 0.01 -0.07 -0.39 0.392
H -5.2279 1.7849 -3.5299 0.32 0.37 0.31 0.448
H -2.5283 1.5796 -4.7051 -0.18 -0.38 0.07 0.347
H -3.8644 0.3897 -4.7649 0.15 0.03 -0.10 0.579
H -2.2143 -0.1474 -4.3232 -0.44 0.39 0.34 -0.026
H -4.2332 -0.1202 -1.0673 -0.39 0.48 -0.59 0.265
H -3.5802 -1.1175 -2.2468 0.17 0.26 -0.49 -0.042
H -5.0802 -0.3216 -2.6624 -0.16 0.16 0.09 0.516
Br 4.9437 -1.2443 8.2518 -0.69 0.29 -0.92 -0.076
C 3.7649 -0.8414 6.7791 1.49 -3.02 3.21 -0.285
C 2.7981 -1.7717 6.4924 -3.07 0.99 -4.24 -0.656
C 1.9093 -1.5133 5.3953 6.03 1.35 4.29 -1.227
C 2.0841 -0.3404 4.6235 2.23 -0.16 3.84 0.573
O 1.2552 -0.1770 3.7807 -3.18 1.05 -4.36 -0.231
C 3.0355 0.6540 5.0540 1.69 -1.28 1.81 0.662
C 3.1098 1.9797 4.5655 0.63 1.34 -0.33 -0.117
N 2.4172 2.5514 3.6548 -0.66 -0.09 -1.43 0.007
C 2.5083 3.9097 3.1829 1.53 0.21 1.26 0.057
C 3.6295 4.7598 3.3519 -0.48 -0.37 -0.58 -0.526
C 3.4702 6.1568 3.0817 -0.62 -0.24 -0.16 -1.007
C 2.2403 6.6933 2.7398 1.00 -1.73 0.59 -0.923
C 1.1940 5.7934 2.4213 -0.57 1.17 0.11 1.117
C -0.0766 6.2368 2.0204 -0.53 1.10 -1.19 -0.637
C -1.0447 5.3616 1.6046 0.30 -0.11 1.02 -1.290
C -0.7793 3.9839 1.6418 1.49 -0.39 0.91 0.216
N 0.3588 3.4972 2.1612 -0.17 1.51 0.00 0.231
C 1.3249 4.4248 2.5815 -0.07 -2.17 -0.07 0.060
C 3.9133 0.3026 6.1455 -1.66 3.53 -3.66 -0.834
H 2.6986 -2.6641 6.9863 -0.15 -1.85 1.43 0.589
H 1.1216 -2.0564 5.1732 -3.49 -2.98 -1.02 0.889
H 3.8656 2.5403 5.0598 0.61 0.79 0.47 0.572
H 4.6409 4.3583 3.6001 -1.09 0.28 0.01 0.493
H 4.2736 6.8783 3.1357 0.35 -0.40 0.39 0.431
H 2.1232 7.7505 2.8212 -0.35 0.53 -0.53 0.504
H -0.2704 7.3238 1.8881 0.18 -0.84 0.49 0.420
H -2.0405 5.7246 1.4895 -0.50 0.07 -0.74 0.491
H -1.4686 3.2361 1.2978 -0.37 -0.12 -0.11 0.371
H 4.6299 0.9893 6.5076 0.66 0.81 0.04 0.663
F 3.5337 0.4678 2.1741 0.56 0.34 0.65 -0.507
P 5.2384 0.7953 1.8081 1.33 -2.43 -1.04 1.379
F 5.5223 1.7083 3.0913 -1.04 -0.24 0.66 -0.327
F 6.7413 1.0541 1.3228 -0.47 -0.67 0.46 -0.339
F 5.5251 -0.5781 2.7072 -0.12 1.71 -1.07 -0.412
F 4.9760 -0.1206 0.4608 0.06 0.28 1.04 -0.443
F 4.7118 2.0482 1.0236 -0.69 1.08 -0.31 -0.396